Record 1
{
  "formula": "C48H48BrCl3IN2O2P2ScSi3",
  "method": "ωB97M-V with the def2-TZVPD basis set",
  "species": ["Sc", "C", "Si", "C", "C", "N", "P", "C", "P", "N", "Si", "C", "C", "C", "C", "C", "C", "C", "C", "C", "C", "C", "C", "C", "C", "C", "C", "C", "C", "C", "C", "C", "C", "C", "C", "C", "C", "C", "H", "H", "H", "H", "H", "H", "H", "H", "H", "H", "H", "H", "H", "H", "H", "H", "H", "H", "H", "H", "H", "H", "H", "H", "H", "H", "H", "H", "H", "H", "H", "H", "H", "H", "H", "H", "H", "H", "I", "C", "C", "C", "C", "C", "C", "C", "C", "C", "C", "H", "H", "H", "H", "H", "H", "Cl", "Si", "Cl", "Cl", "Br", "C", "C", "C", "C", "C", "C", "C", "O", "O", "H", "H", "H", "H"],
  "positions_angstrom": [[0.093437, -0.019529, -0.184409], [-2.768521, -2.938397, -1.576469], [-3.369959, -1.295571, -0.908979], [-3.953913, -0.380695, -2.437650], [-4.886517, -1.806991, 0.102235], [-2.163466, -0.399916, -0.064198], [-2.318946, 0.683794, 1.134617], [-0.824995, 1.436597, 1.471759], [0.074092, 0.732090, 2.724311], [0.584619, -0.761039, 2.516430], [1.554266, -1.873512, 3.344277], [2.791838, -2.715391, 2.218175], [0.545434, -3.279387, 4.108421], [2.580709, -1.238124, 4.795562], [1.469657, 1.930582, 2.950159], [1.853411, 2.753956, 1.890256], [2.942249, 3.610856, 2.007504], [3.664351, 3.662406, 3.193318], [3.280286, 2.865108, 4.266379], [2.188995, 2.010544, 4.143713], [-0.709232, 1.008502, 4.374126], [-0.985292, -0.021528, 5.261502], [-1.593006, 0.238884, 6.489337], [-1.936201, 1.538041, 6.834295], [-1.682108, 2.578815, 5.941907], [-1.077692, 2.313513, 4.720250], [-3.472114, 2.052212, 0.680244], [-3.057866, 3.370045, 0.855176], [-3.888882, 4.431346, 0.505249], [-5.150422, 4.184958, -0.016940], [-5.583263, 2.872394, -0.178970], [-4.751348, 1.818540, 0.173386], [-3.255265, -0.081735, 2.513775], [-3.126295, -1.452937, 2.736813], [-3.810115, -2.070797, 3.777906], [-4.620104, -1.316879, 4.616631], [-4.726921, 0.057159, 4.424832], [-4.044550, 0.673558, 3.382373], [-3.578442, -3.377520, -2.186447], [-2.512898, -3.646079, -0.780697], [-1.885236, -2.820600, -2.213755], [-4.710338, -0.973360, -2.977500], [-3.095702, -0.227426, -3.103070], [-4.370659, 0.608145, -2.218704], [-5.675623, -2.122132, -0.595050], [-5.297833, -1.029218, 0.756569], [-4.636086, -2.662211, 0.742508], [2.293731, -3.252505, 1.405588], [3.401760, -3.436331, 2.786813], [3.471098, -1.988077, 1.763760], [-0.014688, -3.829545, 3.340978], [-0.171635, -2.932871, 4.864865], [1.229352, -3.987530, 4.600617], [3.294478, -0.465868, 4.480656], [3.149605, -2.075701, 5.220466], [1.952100, -0.814085, 5.592444], [1.273798, 2.738734, 0.979976], [3.223978, 4.237272, 1.165898], [4.517756, 4.327390, 3.286232], [3.828595, 2.912756, 5.201711], [1.881212, 1.407560, 4.989396], [-0.710277, -1.032489, 4.986503], [-1.804889, -0.577272, 7.172263], [-2.401892, 1.743730, 7.793743], [-1.957614, 3.596266, 6.203117], [-0.879999, 3.116786, 4.015836], [-2.060827, 3.547696, 1.243456], [-3.535491, 5.451644, 0.622148], [-5.795546, 5.007549, -0.305207], [-6.565923, 2.670102, -0.588829], [-5.103266, 0.803236, 0.041929], [-2.498853, -2.032512, 2.067588], [-3.707993, -3.139310, 3.934801], [-5.163519, -1.796178, 5.425055], [-5.340599, 0.651580, 5.092399], [-4.133512, 1.742789, 3.227864], [0.226588, -0.644615, -3.347253], [1.166437, -2.464190, -2.866901], [1.897800, -3.059052, -3.850539], [2.406661, -4.362323, -3.641148], [2.086863, -5.036901, -2.498588], [1.307367, -4.423500, -1.482516], [0.869173, -5.163109, -0.356388], [0.104526, -4.550053, 0.593081], [-0.145594, -3.161114, 0.516431], [0.250550, -2.366005, -0.529427], [0.905772, -3.057617, -1.599368], [2.083534, -2.541048, -4.785606], [3.011102, -4.829740, -4.412121], [2.405703, -6.066424, -2.356466], [1.139540, -6.211568, -0.273845], [-0.276954, -5.123629, 1.433911], [-0.654563, -2.701040, 1.353355], [-0.152642, 4.687134, -0.816522], [-0.078711, 2.671381, -1.601842], [-2.050277, 2.606826, -2.515733], [1.033650, 3.117577, -3.417505], [8.358962, 0.240585, 2.698617], [6.761940, 0.157597, 1.654026], [5.538389, 0.301774, 2.281219], [4.380599, 0.239107, 1.509742], [4.453990, 0.023714, 0.140100], [5.697953, -0.120365, -0.463127], [6.864865, -0.048893, 0.286818], [3.211507, -0.112743, -0.722317], [3.362409, -0.481582, -1.870086], [2.076744, 0.214467, -0.148433], [5.482096, 0.454725, 3.349432], [3.408254, 0.342834, 1.972779], [5.727548, -0.293857, -1.531811], [7.835968, -0.158954, -0.175235]],
  "forces_ev_per_angstrom": [[-0.6, -0.3, 0.3], [0.0, -0.2, -0.1], [0.2, -0.1, -0.3], [-0.2, 0.1, -0.2], [-0.2, 0.1, 0.2], [-0.1, 0.2, 0.2], [0.0, 0.8, -0.3], [-0.3, -1.5, 0.0], [0.3, 0.9, 0.2], [-0.2, 0.5, -0.1], [0.1, -0.4, -0.1], [0.2, -0.1, -0.1], [-0.2, -0.2, 0.1], [0.0, 0.3, 0.2], [0.2, -0.1, -0.1], [0.1, 0.0, 0.2], [0.0, 0.0, 0.0], [0.0, 0.0, 0.0], [-0.1, 0.0, 0.0], [0.0, 0.1, -0.1], [-0.3, 0.0, 0.0], [0.1, 0.1, 0.1], [0.0, 0.0, 0.0], [0.0, 0.0, -0.1], [0.1, -0.1, -0.1], [-0.1, -0.1, 0.1], [-0.1, 0.0, 0.0], [0.0, 0.0, 0.0], [0.0, 0.0, 0.0], [0.1, -0.1, 0.0], [0.1, 0.0, 0.1], [0.0, 0.0, 0.0], [0.2, -0.2, 0.2], [0.0, 0.1, 0.0], [0.1, 0.1, 0.0], [0.0, 0.1, 0.0], [0.1, 0.0, 0.0], [0.0, -0.2, 0.0], [0.2, 0.1, 0.2], [0.0, 0.1, -0.1], [-0.1, -0.1, 0.1], [0.2, 0.1, 0.1], [-0.1, 0.0, 0.1], [0.1, -0.1, -0.1], [0.1, 0.0, 0.1], [0.0, -0.2, -0.1], [-0.1, 0.1, -0.1], [0.1, 0.1, 0.1], [-0.1, 0.1, -0.1], [-0.1, -0.2, 0.1], [0.1, 0.1, 0.2], [0.1, -0.1, -0.1], [-0.1, 0.1, -0.1], [-0.1, -0.1, 0.1], [-0.1, 0.1, -0.1], [0.1, -0.1, -0.1], [0.0, 0.0, -0.1], [-0.1, -0.1, 0.1], [0.0, 0.0, 0.0], [0.0, 0.0, 0.0], [0.0, 0.0, 0.0], [-0.1, 0.1, 0.0], [0.0, 0.0, 0.0], [0.0, 0.0, -0.1], [0.0, -0.1, 0.0], [0.0, 0.0, 0.0], [0.0, 0.0, 0.0], [0.0, -0.1, 0.0], [0.0, 0.0, 0.0], [0.0, 0.0, 0.0], [0.0, 0.1, 0.0], [0.0, 0.0, 0.1], [0.0, 0.0, 0.0], [0.0, 0.0, 0.0], [0.0, 0.0, 0.0], [0.0, 0.0, 0.0], [0.1, 0.0, 0.3], [-0.1, 0.2, -0.1], [0.1, -0.1, -0.1], [0.0, 0.0, 0.0], [0.0, 0.0, 0.0], [0.0, 0.0, 0.0], [0.0, 0.0, 0.0], [0.0, 0.0, 0.0], [-0.1, -0.2, 0.1], [0.1, 0.4, -0.3], [0.1, -0.2, -0.1], [0.0, -0.1, 0.1], [0.0, 0.0, 0.0], [0.0, 0.1, 0.0], [0.0, 0.0, 0.0], [0.1, 0.0, 0.0], [0.0, 0.0, 0.1], [0.1, -0.2, 0.1], [-0.2, -0.1, -0.4], [0.1, 0.1, 0.0], [0.0, 0.0, 0.1], [0.0, 0.0, 0.0], [0.0, 0.0, 0.0], [-0.1, 0.0, -0.1], [0.1, 0.1, 0.0], [-0.1, 0.0, 0.2], [0.1, 0.0, 0.0], [-0.1, 0.0, 0.0], [-0.5, 0.5, 0.4], [-0.2, -0.1, -0.2], [1.3, -0.3, -0.5], [0.0, 0.0, 0.0], [0.0, 0.1, 0.0], [0.0, 0.0, 0.0], [0.0, 0.0, 0.0]],
  "mulliken_charge": [-1.25, -0.76, 0.28, -0.89, -1.22, 0.74, 2.29, -1.72, 1.63, 1.07, 0.05, -0.33, -1.06, -0.99, -0.65, 0.40, -0.49, -0.52, -0.94, -0.18, 0.66, 0.44, -0.70, -0.49, -0.75, -0.69, 0.12, -0.26, -0.66, -0.65, -0.90, -0.59, 0.83, -0.11, -0.89, -0.64, -0.73, -0.67, 0.48, 0.14, 0.01, 0.34, 0.14, 0.26, 0.58, 0.32, 0.22, -0.01, 0.42, -0.10, 0.02, 0.39, 0.40, 0.03, 0.48, 0.29, -0.80, 0.47, 0.34, 0.39, 0.60, -0.28, 0.38, 0.35, 0.40, 0.30, 0.39, 0.39, 0.32, 0.38, 0.43, -0.06, 0.43, 0.34, 0.34, 0.47, 0.16, 0.44, -0.57, -0.71, -1.05, 0.77, -1.03, -1.09, 0.28, 1.57, 0.71, 0.35, 0.37, 0.36, 0.29, 0.24, -0.71, -0.41, 0.52, -0.37, -0.44, -0.27, -0.22, -0.97, 0.48, 0.00, -0.77, -0.43, -0.38, -0.75, 0.44, 0.52, 0.97, 0.49, 0.42],
  "charge": -2,
  "largest_force_ev_per_a": 1.53,
  "energy_ev": -236266.3334,
  "mol_weight_da": 1189.25,
  "de_lowest_ev": 0.000
}


Record 2
{
  "formula": "C48H48FGe2NO2RuS2",
  "method": "ωB97M-V with the def2-TZVPD basis set",
  "species": ["Ru", "C", "C", "C", "C", "C", "C", "C", "C", "C", "C", "H", "H", "H", "H", "H", "H", "H", "H", "H", "H", "H", "H", "H", "H", "C", "Ge", "C", "C", "Ge", "C", "C", "C", "C", "C", "C", "C", "C", "C", "C", "C", "C", "H", "H", "H", "H", "H", "H", "H", "H", "H", "H", "H", "H", "H", "H", "H", "H", "H", "H", "H", "O", "S", "O", "N", "C", "S", "C", "C", "C", "C", "C", "C", "H", "H", "H", "H", "C", "C", "C", "C", "C", "C", "C", "C", "C", "C", "H", "H", "H", "H", "H", "H", "H", "F", "C", "C", "C", "C", "C", "C", "H", "H", "H", "H"],
  "positions_angstrom": [[0.842958, -0.231627, -0.340289], [1.246638, -3.701784, -2.247261], [1.348122, -4.163120, -0.801146], [0.085215, -4.915173, -0.391418], [1.750250, -3.084207, 0.192274], [3.077689, -2.622231, 0.189627], [3.610768, -1.931792, 1.257690], [2.843531, -1.667130, 2.398218], [3.461542, -1.074298, 3.627125], [1.510366, -2.033773, 2.371209], [0.962058, -2.713099, 1.279273], [0.885984, -4.525958, -2.861493], [2.204327, -3.371503, -2.647301], [0.550694, -2.872506, -2.343710], [2.183803, -4.874241, -0.757252], [-0.801736, -4.296338, -0.520075], [0.121049, -5.256783, 0.643147], [-0.038663, -5.789565, -1.029407], [3.715967, -2.877743, -0.649228], [4.650970, -1.631805, 1.232032], [3.803087, -1.865516, 4.297372], [2.748550, -0.467049, 4.180492], [4.323200, -0.455391, 3.383620], [0.877703, -1.822017, 3.224507], [-0.057751, -3.065615, 1.348035], [-4.214743, -0.523444, 2.502760], [-2.290424, -0.966256, 2.467218], [-1.547284, 0.160363, 3.913256], [-2.085407, -2.790741, 3.217515], [-1.520645, -0.575140, 0.132586], [-2.663453, 1.021283, -0.181036], [-3.714880, 1.021486, -1.092442], [-4.504326, 2.146015, -1.279564], [-4.257566, 3.301322, -0.556302], [-3.225265, 3.316368, 0.371531], [-2.447994, 2.184521, 0.554353], [-2.439015, -2.062019, -0.837014], [-2.216244, -2.300509, -2.192183], [-2.868255, -3.315855, -2.875102], [-3.765748, -4.136668, -2.214276], [-4.001582, -3.927797, -0.865984], [-3.347566, -2.904795, -0.196130], [-4.595869, -0.645110, 3.516617], [-4.797051, -1.152518, 1.837129], [-4.364623, 0.509737, 2.196451], [-2.018525, -0.149001, 4.845753], [-1.768911, 1.213139, 3.752299], [-0.468632, 0.044987, 4.028700], [-2.784771, -2.902778, 4.045682], [-1.083868, -2.938481, 3.614843], [-2.281482, -3.585038, 2.500754], [-3.923378, 0.127655, -1.670335], [-5.315560, 2.119107, -1.996112], [-4.871732, 4.179525, -0.705018], [-3.032603, 4.205344, 0.958342], [-1.683335, 2.205817, 1.324629], [-1.505827, -1.697427, -2.737834], [-2.666295, -3.465557, -3.927825], [-4.275425, -4.930350, -2.743443], [-4.697154, -4.561116, -0.330432], [-3.563029, -2.781571, 0.852054], [2.383275, 2.935700, -2.274613], [1.038319, 3.079506, -1.814993], [-0.074358, 3.116576, -2.697215], [0.833626, 1.850373, -0.603674], [0.803343, 2.391764, 0.589570], [0.796277, 1.230687, 1.906927], [0.797545, 3.863041, 0.666268], [0.655648, 4.691447, 1.771629], [0.651266, 6.061659, 1.545836], [0.784429, 6.575636, 0.259745], [0.916991, 5.744130, -0.849091], [0.921955, 4.386837, -0.616734], [0.536887, 4.281005, 2.763853], [0.535580, 6.739566, 2.378494], [0.775277, 7.646119, 0.116280], [1.001607, 6.146575, -1.847007], [-1.227905, 0.581512, -5.733629], [-1.802411, 0.597332, -4.447811], [-1.042670, 0.292563, -3.359339], [0.325357, -0.053818, -3.467807], [1.116293, -0.407369, -2.325643], [2.456648, -0.632429, -2.547022], [3.053597, -0.560261, -3.821600], [2.286643, -0.292107, -4.917807], [0.904522, -0.029876, -4.759172], [0.094719, 0.283044, -5.879583], [-1.830966, 0.818660, -6.598201], [-2.839923, 0.872491, -4.319340], [-1.478658, 0.334090, -2.378742], [3.105604, -0.893857, -1.709496], [4.114866, -0.744286, -3.925797], [2.717126, -0.264708, -5.910363], [0.553010, 0.287944, -6.860961], [5.844985, 2.981719, 4.328735], [4.685605, 2.592301, 3.770736], [4.691558, 2.172955, 2.452381], [3.498077, 1.763215, 1.884491], [2.327631, 1.803495, 2.630182], [2.344951, 2.229679, 3.951930], [3.536641, 2.623917, 4.538324], [5.616314, 2.161885, 1.895119], [3.480014, 1.407650, 0.859765], [1.427332, 2.246952, 4.523285], [3.585510, 2.952442, 5.564578]],
  "forces_ev_per_angstrom": [[0.3, 0.4, -0.3], [0.0, 0.1, -0.1], [0.0, -0.2, 0.1], [0.0, 0.0, -0.1], [0.1, 0.1, 0.0], [0.0, -0.1, -0.1], [-0.1, 0.0, 0.1], [-0.1, -0.1, -0.1], [0.1, -0.1, 0.1], [0.1, 0.1, -0.1], [-0.1, 0.0, -0.1], [0.0, -0.1, -0.1], [0.0, 0.0, 0.0], [-0.1, 0.0, 0.0], [-0.1, 0.0, 0.0], [-0.1, 0.1, 0.0], [0.0, 0.0, 0.0], [0.0, 0.0, 0.0], [0.0, 0.0, 0.0], [0.1, 0.0, 0.0], [0.0, 0.0, 0.0], [0.0, 0.0, 0.0], [0.0, 0.0, 0.0], [0.0, 0.0, 0.1], [-0.1, 0.0, 0.0], [0.1, 0.0, 0.1], [0.0, -0.1, 0.0], [0.1, 0.0, 0.0], [0.0, 0.1, -0.1], [0.0, 0.0, 0.0], [0.0, -0.2, 0.0], [0.0, -0.1, -0.1], [-0.1, 0.0, -0.1], [0.0, 0.1, 0.0], [-0.1, 0.1, 0.0], [0.0, 0.0, 0.1], [0.0, 0.1, 0.0], [0.3, -0.1, 0.0], [0.0, 0.0, -0.1], [0.0, 0.0, 0.0], [0.0, -0.1, 0.0], [0.0, 0.0, 0.1], [0.0, 0.0, 0.1], [-0.1, -0.1, -0.1], [0.0, 0.1, 0.0], [-0.1, 0.0, 0.1], [0.0, 0.1, 0.0], [0.0, 0.0, 0.0], [-0.1, 0.0, 0.1], [0.1, 0.0, 0.0], [0.0, 0.0, -0.1], [0.0, 0.0, 0.0], [0.0, 0.0, 0.0], [0.0, 0.0, 0.0], [0.0, 0.1, 0.0], [0.0, 0.0, 0.0], [-0.1, -0.2, 0.1], [0.0, 0.0, 0.0], [0.0, 0.0, 0.0], [0.0, 0.0, 0.0], [0.0, 0.1, 0.2], [-0.2, 0.1, -0.1], [0.1, -0.3, 0.4], [0.1, 0.0, 0.0], [-0.4, 0.0, 1.8], [0.0, -0.2, -1.5], [0.1, 0.1, -0.2], [0.1, -0.2, -0.2], [0.0, -0.1, -0.4], [0.0, 0.0, -0.1], [0.0, 0.0, 0.0], [0.0, -0.1, 0.1], [0.0, 0.1, 0.2], [0.0, 0.0, 0.0], [0.0, 0.0, 0.0], [0.0, 0.1, 0.0], [0.0, 0.0, -0.1], [0.1, 0.0, 0.0], [0.0, 0.1, 0.0], [0.1, 0.3, -0.1], [-0.1, 0.0, 0.1], [-0.2, 0.0, 0.1], [0.2, 0.0, 0.2], [-0.1, 0.0, -0.1], [0.1, 0.0, 0.1], [0.1, 0.0, -0.1], [0.0, 0.0, 0.0], [0.0, 0.0, -0.1], [-0.1, 0.0, 0.0], [0.0, 0.1, 0.2], [0.0, 0.0, 0.0], [0.1, 0.0, 0.0], [0.0, 0.0, 0.0], [0.0, 0.0, 0.0], [-0.1, 0.0, 0.0], [0.1, 0.0, 0.0], [0.0, 0.1, 0.1], [0.0, 0.0, -0.1], [0.0, -0.1, 0.1], [0.0, 0.0, 0.0], [0.1, 0.0, -0.1], [0.1, 0.0, 0.0], [0.0, 0.0, 0.0], [-0.1, 0.0, 0.0], [0.0, 0.0, 0.1]],
  "mulliken_charge": [0.75, -1.20, 0.47, -1.96, 0.40, -0.10, -0.89, 1.14, -1.55, -0.75, -0.13, 0.58, 0.29, 0.02, 0.45, 0.38, 0.40, 0.49, 0.39, 0.40, 0.50, 0.23, 0.34, 0.23, 0.21, -1.27, 1.69, -1.39, -1.39, 1.02, -0.09, -0.47, -0.73, -0.82, -0.79, -0.01, 0.72, 0.17, -0.97, -0.76, -1.05, -0.55, 0.53, 0.34, 0.33, 0.62, 0.33, 0.27, 0.59, 0.34, 0.37, 0.41, 0.42, 0.38, 0.46, 0.30, 0.04, 0.48, 0.36, 0.44, 0.24, -0.69, 0.98, -0.61, 0.12, -0.56, 0.51, 0.06, -0.59, -0.88, -0.71, -0.78, 0.42, 0.53, 0.46, 0.43, 0.53, -1.12, -0.88, 0.90, 0.98, 0.35, -0.10, -1.23, -1.13, 0.93, -0.79, 0.40, 0.55, -0.98, 0.39, 0.43, 0.37, 0.40, -0.36, 0.34, -0.94, -0.40, 0.33, -0.43, -0.75, 0.49, 0.43, 0.49, 0.48],
  "charge": 0,
  "largest_force_ev_per_a": 1.81,
  "energy_ev": -196140.4220,
  "mol_weight_da": 1000.34,
  "de_lowest_ev": 0.315
}